# 1
Molecular formula: C6H10EuNO6
Method: DFT, ωB97M-V with the def2-TZVPD basis set

Properties
Molecular weight = 344.111 Da
2S+1 = 7
E_HOMO (alpha / beta) = -0.6195 / -0.6193 hartree
Gap between HOMO and LUMO (alpha / beta) = 7.7 / 7.6 eV
DFT total energy = -39461.124 eV
Largest force on an atom = 6.59 eV Å⁻¹
Charge = +2

Last column: Mulliken charge in e.
Geometry (Å):
C (-0.83961, 2.74987, 2.38038)  -1.042
C (-1.02577, 2.42647, 0.78466)  -0.379
O (-1.59737, 1.10473, 0.50254)  -0.391
C (-1.55073, 0.94850, -0.98060)  -0.376
C (-0.26157, -0.04713, -1.25776)  -0.279
O (-0.52762, -1.25620, -0.48242)  -0.131
C (0.16295, -2.40212, -1.00196)  0.320
O (-0.50862, -3.31631, -1.55139)  -0.390
N (1.63496, -2.47417, -0.82226)  0.194
O (2.25176, -3.21560, -1.78597)  -0.389
C (1.94234, -3.10884, 0.49025)  0.475
O (1.17233, -3.84648, 1.14543)  -0.365
O (3.20392, -2.80726, 1.06468)  -0.216
H (-1.23006, 1.91357, 3.07664)  0.434
H (-1.41489, 3.73292, 2.59073)  0.317
H (0.30889, 2.92342, 2.59857)  0.269
H (-1.70966, 3.22205, 0.28844)  0.466
H (0.00049, 2.51802, 0.23766)  0.361
H (-1.32094, 1.94543, -1.51480)  0.374
H (-2.50409, 0.43595, -1.38451)  0.381
H (0.68540, 0.54488, -0.92480)  0.035
H (-0.17854, -0.20300, -2.38805)  0.443
H (2.36363, -2.63988, -2.58514)  0.363
Eu (0.94280, 0.85119, 1.51967)  1.527



# 2
Molecular formula: C6H10F2N2
Method: DFT, ωB97M-V with the def2-TZVPD basis set

Properties
Molecular weight = 148.156 Da
2S+1 = 1
E_HOMO = -0.3342 hartree
Gap between HOMO and LUMO = 9.8 eV
DFT total energy = -14796.456 eV
Largest force on an atom = 3.28 eV Å⁻¹

Last column: Mulliken charge in e.
Geometry (Å):
C (-0.07509, -1.95508, -1.54101)  -0.377
C (-0.71114, 0.24819, 1.36425)  -0.370
C (-0.46500, 0.26089, 0.03288)  0.124
C (0.01004, -0.70162, 2.27763)  -1.208
C (-1.27931, 1.08804, -0.99435)  -1.383
C (1.66615, 0.98171, -0.51509)  0.185
N (0.85742, -1.08696, -1.46894)  -0.743
N (0.75744, -0.12152, -0.53166)  0.826
F (2.19431, 1.18448, -1.72224)  -0.272
F (2.72686, 0.75093, 0.36320)  -0.317
H (0.06479, -2.59260, -2.32008)  0.333
H (-1.00989, -1.93397, -0.92740)  0.281
H (-1.58437, 0.62277, 1.87403)  0.398
H (0.20595, -0.12879, 3.24345)  0.316
H (0.87089, -1.27760, 1.97934)  0.356
H (-0.75488, -1.42423, 2.70546)  0.316
H (-1.38872, 2.14306, -0.69325)  0.418
H (-2.30274, 0.91920, -1.01318)  0.470
H (-0.83979, 1.21786, -2.01551)  0.324
H (1.05708, 1.80525, -0.09755)  0.323